No. 1
{
  "formula": "C4H13N4O",
  "method": "ωB97M-V with the def2-TZVPD basis set",
  "elements": ["C", "C", "N", "N", "N", "H", "H", "H", "H", "H", "H", "H", "H", "C", "C", "O", "N", "H", "H", "H", "H", "H"],
  "positions_angstrom": [[1.54556, -0.76532, 1.23937], [-0.75269, -1.42448, 1.14227], [-0.97875, -1.78977, -0.25297], [0.41948, -1.42218, 1.88453], [-1.96028, -1.31813, 1.73918], [-0.13856, -2.39643, -0.62751], [-1.13980, -0.97670, -0.83409], [0.28328, -1.22291, 2.86860], [-1.90859, -0.85863, 2.55746], [-2.81726, -1.53199, 1.28197], [1.62926, 0.34417, 1.26538], [1.37900, -1.10807, 0.13727], [2.49396, -1.06576, 1.72701], [-0.84130, 1.98736, -2.11165], [0.48039, 1.60516, -1.26999], [0.51094, 0.68209, -0.42234], [1.53743, 2.25376, -1.70314], [2.38541, 1.76548, -1.60647], [1.70077, 3.09587, -2.31295], [-0.75095, 2.00560, -3.15198], [-1.34838, 2.82282, -1.75922], [-1.57268, 1.18776, -1.84004]],
  "forces_ev_per_angstrom": [[1.81, -0.86, -1.37], [-1.81, -1.53, -0.94], [3.75, -1.68, 1.74], [-2.72, 1.19, -1.65], [3.06, -0.83, -2.47], [-2.19, 1.87, 0.76], [0.18, 0.15, 0.04], [-0.11, -0.21, 0.05], [-0.76, 1.73, 3.61], [-0.34, -0.16, -0.39], [-0.96, -0.97, 0.20], [1.47, 0.83, 2.18], [-0.56, -0.68, -0.57], [0.30, -3.11, 3.20], [-3.36, -0.51, -1.16], [-0.58, 2.55, -2.49], [2.18, 1.73, -1.09], [1.31, -0.47, 0.78], [-1.47, -1.46, 0.86], [0.67, 0.11, -1.51], [-0.42, 1.98, 0.63], [0.54, 0.32, -0.41]],
  "lowdin_charge": [-0.0978, -0.3097, 0.1254, 0.0560, 0.2362, 0.1615, 0.0734, 0.1503, 0.0769, 0.1335, 0.0913, 0.1031, 0.0988, 0.0289, -0.4806, -0.0720, 0.1734, 0.1013, 0.1661, 0.0569, 0.0506, 0.0762],
  "homo_ev": -13.507,
  "lumo_ev": -3.12,
  "charge": 1,
  "e_tot_ev": -12359.81328,
  "e_above_lowest_kj_mol": 296.7
}



No. 2
{
  "formula": "C4H13NO2",
  "method": "ωB97M-V with the def2-TZVPD basis set",
  "elements": ["C", "N", "C", "C", "C", "H", "H", "H", "H", "H", "H", "H", "H", "H", "H", "H", "O", "H", "H", "O"],
  "positions_angstrom": [[-0.52110, 0.76090, 0.73248], [-0.04182, -0.39670, -0.05243], [-1.23948, -1.18040, -0.41168], [-2.46929, -0.31335, -0.05881], [-1.87606, 1.06430, 0.12191], [0.25252, 1.52247, 0.70912], [-0.66125, 0.38127, 1.74825], [0.30104, 0.03012, -0.91182], [-1.27082, -2.03903, 0.26328], [-1.26061, -1.55819, -1.43064], [-3.33306, -0.30112, -0.71349], [-2.78600, -0.68166, 0.92382], [-2.43559, 1.76007, 0.75104], [-1.68540, 1.58913, -0.82265], [2.62846, -1.37719, 1.69182], [1.47756, -0.87696, 0.71327], [2.44633, -0.80839, 0.93384], [2.53884, 0.55339, -0.38645], [3.33108, 1.44123, -1.32272], [2.52223, 0.92293, -1.29115]],
  "forces_ev_per_angstrom": [[-0.05, -1.18, 0.20], [-0.21, 0.46, -1.03], [-0.47, -0.42, 0.75], [0.20, 0.18, 0.49], [0.56, 1.22, 0.17], [-0.15, 0.31, 0.05], [0.09, 0.35, 0.19], [0.26, -0.29, -0.03], [0.09, -0.25, -0.24], [0.39, 0.18, -0.16], [-0.01, -0.34, -0.37], [-0.29, 0.24, -0.06], [-0.34, -0.13, 0.06], [-0.27, -0.20, -0.08], [-0.13, 0.02, 0.03], [0.28, -0.22, 0.17], [-0.04, 0.14, -0.10], [0.11, -0.27, -0.15], [0.03, 0.06, -0.10], [-0.05, 0.15, 0.22]],
  "lowdin_spin": [0.1356, 0.0155, 0.1268, 0.0596, 0.0541, 0.0321, 0.0573, 0.0127, 0.0508, 0.0190, 0.0110, 0.0263, 0.0212, 0.0079, 0.0657, 0.0215, 0.1840, 0.0176, 0.0160, 0.0653],
  "homo_ev": [1.341, -6.004],
  "lumo_ev": [3.93, 3.89],
  "charge": -1,
  "e_tot_ev": -9942.68578,
  "spin_multiplicity": 2,
  "e_above_lowest_kj_mol": 10.8
}



No. 3
{
  "formula": "C4H13NO2",
  "method": "ωB97M-V with the def2-TZVPD basis set",
  "elements": ["C", "C", "C", "C", "N", "H", "H", "H", "H", "H", "H", "H", "H", "H", "H", "H", "O", "H", "H", "O"],
  "positions_angstrom": [[0.82195, -0.08268, -2.42551], [-0.27871, 0.67017, -1.65214], [-0.93228, -0.04317, -0.46060], [-0.39124, -1.21503, 0.08181], [-2.08861, 0.58819, 0.14417], [1.71051, -0.21182, -1.84320], [0.48769, -1.03299, -2.68846], [1.07763, 0.47672, -3.30771], [-0.04185, 1.75857, -1.47588], [-1.10045, 0.82421, -2.39644], [-0.10089, -2.03546, -0.49428], [-0.89197, -1.46756, 1.86374], [-1.87658, 1.51252, 0.44335], [-2.58782, 0.05505, 0.87999], [0.97334, 1.11401, 2.27512], [-0.22145, 0.03456, 1.70231], [0.08299, 0.70000, 2.37172], [1.93385, -0.38019, 2.00319], [1.35349, -0.77826, 0.72737], [2.24031, -0.69531, 1.13332]],
  "forces_ev_per_angstrom": [[-0.14, 1.64, 1.35], [-1.54, 0.48, -1.20], [-0.33, -0.98, 1.96], [-3.26, 2.89, 2.44], [1.59, -1.48, -0.66], [0.62, 0.00, 0.45], [-0.66, -1.64, -0.65], [0.06, 0.18, -0.40], [0.18, -1.18, 0.59], [0.25, -0.30, 0.52], [1.00, -1.30, -0.27], [0.63, -0.04, -4.03], [-0.11, 0.92, 0.17], [0.98, 0.30, -0.77], [-1.36, -0.82, -0.66], [1.31, 1.01, 0.48], [0.02, 0.64, 0.68], [0.70, -0.47, -0.21], [0.55, -0.20, -0.36], [-0.51, 0.35, 0.57]],
  "lowdin_charge": [-0.0901, -0.1913, -0.3862, 0.0211, 0.0858, 0.0658, 0.0516, 0.0728, 0.1315, 0.1165, 0.0276, 0.2345, 0.0710, 0.0953, 0.0572, -0.0856, -0.1417, 0.0142, -0.0518, -0.0983],
  "homo_ev": -9.284,
  "lumo_ev": -0.07,
  "charge": 0,
  "e_tot_ev": -9939.19393,
  "e_above_lowest_kj_mol": 482.7
}



No. 4
{
  "formula": "C4H13NO2",
  "method": "ωB97M-V with the def2-TZVPD basis set",
  "elements": ["C", "C", "N", "C", "C", "O", "H", "H", "H", "H", "H", "H", "H", "H", "H", "H", "H", "O", "H", "H"],
  "positions_angstrom": [[1.18847, 0.86853, 0.74269], [-0.25019, 0.72838, 0.20502], [-0.27344, -0.09323, -1.02693], [-1.19105, 0.16160, 1.29985], [-1.99743, -1.09564, 0.95638], [-2.63622, -1.08653, -0.29957], [1.21943, 1.64016, 1.51050], [1.50686, -0.13421, 1.08439], [1.81988, 1.20507, -0.05642], [-0.55661, 1.71621, -0.08621], [-0.28628, 0.47037, -1.88133], [0.60103, -0.58042, -1.14961], [-1.89773, 0.92404, 1.57286], [-0.57625, -0.13639, 2.15265], [-2.76854, -1.14031, 1.72793], [-1.34443, -1.94289, 1.08911], [-1.94463, -0.80476, -0.92025], [2.80548, -0.02703, -2.19830], [3.19838, -0.79225, -1.77201], [3.38327, 0.11928, -2.95074]],
  "forces_ev_per_angstrom": [[-0.90, -0.42, -0.19], [0.61, -0.47, 0.04], [0.27, 0.23, -0.81], [0.30, -0.22, -0.68], [-0.19, 0.68, 0.09], [-0.41, 0.04, 0.35], [0.08, -0.35, 0.38], [0.15, 0.61, 0.16], [0.51, 0.04, -0.45], [-0.45, 0.48, -0.02], [-0.19, 0.13, 0.55], [0.17, -0.35, 0.27], [-0.17, 0.48, 0.39], [-0.16, 0.35, 0.25], [-0.09, -0.35, -0.10], [0.24, -0.71, -0.18], [0.20, -0.14, -0.04], [0.03, -0.06, -0.01], [0.01, -0.13, 0.19], [0.00, 0.15, -0.19]],
  "lowdin_charge": [-0.0712, -0.4004, 0.0244, -0.1459, -0.2850, -0.0919, 0.0787, 0.0901, 0.0484, 0.1228, 0.0975, 0.0565, 0.1016, 0.1044, 0.1121, 0.0998, 0.0291, -0.0514, 0.0409, 0.0396],
  "homo_ev": -9.299,
  "lumo_ev": 0.46,
  "charge": 0,
  "e_tot_ev": -9943.49590,
  "e_above_lowest_kj_mol": 67.6,
  "smiles": "C[C@@H](N)CCO.O"
}



No. 5
{
  "formula": "C4H13NO2",
  "method": "ωB97M-V with the def2-TZVPD basis set",
  "elements": ["C", "C", "N", "C", "C", "O", "H", "H", "H", "H", "H", "H", "H", "H", "H", "H", "H", "O", "H", "H"],
  "positions_angstrom": [[-1.99078, -0.19048, 1.93003], [-0.50035, 0.04259, 2.09405], [0.26799, -0.30967, 0.89377], [0.18671, -0.10249, -0.53637], [1.10951, 1.07714, -1.04602], [1.73907, 1.79444, 0.06537], [-2.49651, -0.34195, 2.85133], [-2.45119, 0.77772, 1.63255], [-2.17807, -0.93550, 1.12575], [-0.28190, 0.94073, 2.67001], [-0.31689, -0.82739, 2.72583], [1.24612, -0.52293, 1.27035], [0.45413, -1.12068, -0.90229], [-0.87154, -0.02048, -0.87487], [0.39097, 1.81717, -1.49931], [1.91651, 0.78584, -1.73274], [1.14322, 1.46950, 0.80540], [0.60448, -1.12843, -3.99881], [0.48961, -1.85923, -3.36225], [1.53891, -1.34589, -4.11179]],
  "forces_ev_per_angstrom": [[-0.49, 2.34, -2.03], [-1.08, -2.33, -0.15], [2.50, -0.02, 2.29], [0.02, -0.96, 0.16], [-0.92, 1.38, 0.38], [-1.66, -1.61, 0.21], [-0.21, -0.89, 0.87], [0.00, -0.57, -0.47], [-0.07, 0.30, 0.90], [0.20, 0.39, -0.37], [0.90, 0.33, 0.54], [-1.87, 0.24, -1.51], [0.33, 0.92, -0.48], [0.69, 0.45, 0.43], [0.99, -0.69, -0.18], [-0.55, -0.04, 0.12], [1.21, 0.74, -0.71], [0.74, -1.27, 0.86], [-1.05, 0.47, -0.07], [0.32, 0.81, -0.77]],
  "lowdin_charge": [-0.1116, -0.2915, -0.1373, -0.2045, -0.2063, -0.1277, 0.0531, 0.0741, 0.0876, 0.1058, 0.1028, 0.1527, 0.1013, 0.1201, 0.1132, 0.1028, 0.0612, -0.0677, 0.0361, 0.0358],
  "homo_ev": -8.693,
  "lumo_ev": 0.67,
  "charge": 0,
  "e_tot_ev": -9941.81849,
  "e_above_lowest_kj_mol": 229.5,
  "smiles": "CCNCCO.O"
}